Record 1
{"formula": "C29H82N24O13", "method": "ωB97M-V/def2-TZVPD", "e_above_lowest_kj_mol": 1043.6, "gap_ev": 7.95, "e_lumo_ev": 0.0, "charge": 0, "species": ["C", "C", "C", "C", "C", "C", "N", "O", "C", "C", "C", "H", "H", "H", "H", "H", "H", "H", "H", "H", "H", "H", "H", "H", "H", "H", "H", "H", "H", "H", "C", "C", "C", "C", "C", "C", "N", "O", "C", "C", "C", "H", "H", "H", "H", "H", "H", "H", "H", "H", "H", "H", "H", "H", "H", "H", "H", "H", "H", "H", "C", "O", "N", "N", "H", "H", "H", "H", "C", "O", "N", "N", "H", "H", "H", "H", "C", "O", "N", "N", "H", "H", "H", "H", "C", "O", "N", "N", "H", "H", "H", "H", "C", "O", "N", "N", "H", "H", "H", "H", "C", "O", "N", "N", "H", "H", "H", "H", "C", "O", "N", "N", "H", "H", "H", "H", "C", "O", "N", "N", "H", "H", "H", "H", "C", "O", "N", "N", "H", "H", "H", "H", "C", "O", "N", "N", "H", "H", "H", "H", "C", "O", "N", "N", "H", "H", "H", "H"], "xyz": [[-18.1774, 2.3760, -14.6745], [-18.4582, 2.6899, -13.1935], [-19.9474, 3.2700, -13.1623], [-21.0664, 2.2574, -13.1205], [-20.8437, 1.1205, -12.1686], [-19.4722, 0.4962, -12.2406], [-18.4862, 1.5586, -12.3446], [-17.2520, 1.1133, -11.8929], [-19.3566, -0.3402, -10.9253], [-19.2942, -0.4124, -13.5428], [-17.3955, 3.6878, -12.6632], [-17.5025, 1.5347, -14.8320], [-17.6686, 3.1942, -15.1841], [-19.0957, 2.1890, -15.2313], [-20.0185, 3.8370, -12.2341], [-20.1480, 3.9832, -13.9618], [-21.0600, 1.6571, -14.0303], [-22.0116, 2.7975, -13.1759], [-21.6587, 0.3990, -12.2252], [-21.0174, 1.3902, -11.1269], [-18.3645, -0.7903, -10.8903], [-19.4133, 0.2823, -10.0324], [-20.1743, -1.0575, -10.8540], [-19.8163, -1.3631, -13.4346], [-19.5814, -0.0686, -14.5365], [-18.2370, -0.6597, -13.6394], [-16.3597, 3.3605, -12.5727], [-17.7275, 3.9058, -11.6482], [-17.3916, 4.5996, -13.2604], [-17.1874, 1.3208, -10.9579], [-14.5831, -2.0196, -20.5201], [-14.0071, -1.0503, -21.6002], [-12.6467, -1.6891, -22.0716], [-12.1174, -1.1365, -23.4363], [-13.2351, -1.1460, -24.4727], [-14.6427, -0.5305, -24.1079], [-14.9870, -1.0584, -22.7077], [-16.2821, -0.7065, -22.2309], [-14.5414, 1.0350, -24.0664], [-15.5618, -1.1613, -25.2612], [-13.6811, 0.3699, -20.9715], [-13.7897, -2.4215, -19.8899], [-15.0879, -2.9198, -20.8704], [-15.3729, -1.5091, -19.9689], [-11.9807, -1.6843, -21.2088], [-12.7835, -2.7674, -22.1535], [-11.1407, -1.5395, -23.7039], [-11.9522, -0.0606, -23.3789], [-13.4013, -2.1769, -24.7851], [-12.7683, -0.7446, -25.3722], [-13.4871, 1.3026, -24.1360], [-14.9920, 1.3613, -25.0038], [-15.0352, 1.5057, -23.2163], [-15.5991, -2.2507, -25.2636], [-16.5321, -0.6736, -25.1679], [-15.2624, -0.7819, -26.2382], [-13.3065, 0.3335, -19.9485], [-14.5701, 0.9986, -21.0217], [-12.9426, 1.0106, -21.4534], [-16.2263, 0.2374, -22.0648], [-26.2766, -5.0028, -17.1088], [-27.3878, -4.5242, -16.9356], [-25.4106, -5.2793, -16.1702], [-25.7476, -5.1819, -18.2577], [-25.8538, -4.9895, -15.3102], [-24.5192, -5.7399, -16.2857], [-24.7773, -5.4596, -18.2960], [-26.1404, -4.7577, -19.0859], [-12.8381, 9.3372, -16.6810], [-11.9043, 9.5792, -15.9350], [-13.8392, 10.1842, -16.7823], [-12.9444, 8.2678, -17.4522], [-13.6114, 11.0340, -16.2863], [-14.6565, 9.8780, -17.2906], [-13.8135, 8.0978, -17.9378], [-12.2516, 7.6013, -17.1425], [-18.7767, -7.2079, -15.0087], [-19.8218, -6.9321, -15.5998], [-17.6125, -7.1668, -15.6194], [-18.6279, -7.3750, -13.7605], [-16.7313, -7.2095, -15.1277], [-17.6441, -6.8281, -16.5704], [-19.4121, -7.1555, -13.1630], [-17.6942, -7.5368, -13.4108], [-10.2895, 6.3923, -11.2925], [-9.9129, 5.5638, -10.5000], [-10.8245, 7.4968, -10.9694], [-9.9711, 6.4037, -12.5284], [-11.0505, 8.2944, -11.5464], [-10.8960, 7.4958, -9.9620], [-10.1313, 7.3069, -12.9512], [-9.6312, 5.5018, -12.8300], [-11.9265, -2.3212, -13.5228], [-11.0707, -2.9662, -14.0327], [-12.1367, -1.1057, -13.8049], [-12.6374, -2.7222, -12.5630], [-12.9041, -0.6424, -13.3396], [-11.6132, -0.8556, -14.6316], [-13.1304, -2.1571, -11.8865], [-12.4488, -3.7142, -12.5873], [-21.8579, 2.5583, -20.3471], [-20.7052, 2.8883, -20.4481], [-22.6557, 3.3077, -19.7667], [-22.3670, 1.4686, -20.7596], [-22.2676, 3.9068, -19.0521], [-23.6622, 3.2469, -19.8258], [-21.8677, 1.2829, -21.6176], [-23.3553, 1.3064, -20.6290], [-21.8084, 0.2296, -4.1924], [-22.5414, -0.6950, -4.4453], [-20.5339, 0.1679, -3.9276], [-22.1558, 1.4676, -4.2926], [-20.0148, 1.0186, -3.7628], [-20.0416, -0.7134, -3.9586], [-23.0116, 1.7519, -4.7474], [-21.4013, 2.1390, -4.2906], [-25.0950, -4.0985, -8.9904], [-25.6864, -4.4467, -10.0267], [-24.8619, -2.8176, -8.6881], [-24.5695, -4.9221, -8.1047], [-25.0016, -2.0742, -9.3574], [-24.5130, -2.6853, -7.7496], [-24.2614, -4.4544, -7.2642], [-24.5023, -5.9210, -8.2378], [-19.4004, 11.3360, -11.4723], [-18.8319, 11.8184, -10.4930], [-20.5031, 10.7101, -11.5561], [-18.9520, 11.5386, -12.7087], [-20.9323, 10.5287, -12.4522], [-20.8766, 10.2436, -10.7418], [-19.5245, 11.3665, -13.5228], [-18.1272, 12.1194, -12.6588], [-27.5458, 4.0812, -8.2472], [-27.0705, 4.1728, -7.1481], [-28.7044, 3.5061, -8.5701], [-27.1098, 4.7086, -9.3122], [-29.1410, 2.8381, -7.9510], [-28.8779, 3.4448, -9.5632], [-27.3450, 4.4373, -10.2563], [-26.3743, 5.4007, -9.3051], [-14.4622, 2.5224, -5.7711], [-14.8074, 1.5849, -6.4763], [-15.1751, 3.1378, -4.8847], [-13.3579, 3.2174, -5.7749], [-16.0844, 2.8289, -4.5720], [-14.6072, 3.6512, -4.2258], [-13.2049, 4.1672, -5.4674], [-12.6725, 2.7991, -6.3875]]}



Record 2
{"formula": "C29H92O37P8", "method": "ωB97M-V/def2-TZVPD", "e_above_lowest_kj_mol": 471.5, "gap_ev": 10.30, "e_lumo_ev": 0.2, "charge": 0, "species": ["C", "O", "P", "O", "O", "C", "O", "C", "H", "H", "H", "H", "H", "H", "H", "H", "H", "C", "O", "P", "O", "O", "C", "O", "C", "H", "H", "H", "H", "H", "H", "H", "H", "H", "C", "O", "P", "O", "O", "C", "O", "C", "H", "H", "H", "H", "H", "H", "H", "H", "H", "C", "O", "P", "O", "O", "C", "O", "C", "H", "H", "H", "H", "H", "H", "H", "H", "H", "C", "O", "P", "O", "O", "C", "O", "C", "H", "H", "H", "H", "H", "H", "H", "H", "H", "C", "O", "P", "O", "O", "C", "O", "C", "H", "H", "H", "H", "H", "H", "H", "H", "H", "C", "O", "P", "O", "O", "C", "O", "C", "H", "H", "H", "H", "H", "H", "H", "H", "H", "C", "O", "P", "O", "O", "C", "O", "C", "H", "H", "H", "H", "H", "H", "H", "H", "H", "C", "O", "H", "H", "H", "H", "C", "O", "H", "H", "H", "H", "C", "O", "H", "H", "H", "H", "C", "O", "H", "H", "H", "H", "C", "O", "H", "H", "H", "H"], "xyz": [[-3.3518, 11.7823, -12.6664], [-4.0499, 12.9672, -12.8525], [-5.1486, 13.1431, -14.0213], [-6.3821, 12.4407, -13.7665], [-5.3468, 14.7511, -14.3393], [-6.4470, 15.2759, -15.0146], [-4.2945, 12.6410, -15.2888], [-4.5399, 11.3890, -15.9702], [-3.2210, 11.1201, -13.5222], [-3.7308, 11.2082, -11.8209], [-2.2884, 11.9472, -12.4931], [-6.5612, 16.2845, -14.6175], [-7.3263, 14.6641, -14.8129], [-6.3311, 15.5056, -16.0738], [-3.7618, 11.2156, -16.7136], [-5.5416, 11.4669, -16.3929], [-4.6240, 10.6294, -15.1930], [-4.7931, 7.4824, -15.7586], [-5.5270, 6.3086, -15.2352], [-5.3800, 4.7460, -15.6182], [-4.1421, 4.0459, -15.1199], [-5.4308, 4.8064, -17.2867], [-4.2789, 5.2340, -18.0541], [-6.8234, 4.0672, -15.1626], [-7.0776, 3.7855, -13.7938], [-4.9480, 7.7576, -16.8019], [-3.7605, 7.2347, -15.5131], [-5.1201, 8.2879, -15.1010], [-3.3349, 5.1823, -17.5116], [-4.4670, 6.2339, -18.4452], [-4.2693, 4.5808, -18.9267], [-6.3954, 4.3523, -13.1603], [-6.9333, 2.7534, -13.4745], [-8.0932, 4.0331, -13.4850], [-1.7064, 9.1471, -22.9976], [-2.7111, 8.2716, -22.7990], [-4.2530, 8.7345, -22.7356], [-4.5710, 9.8952, -23.6410], [-4.4054, 9.1050, -21.1456], [-4.4910, 8.1188, -20.2205], [-4.9955, 7.2399, -22.9944], [-5.5612, 6.9212, -24.2485], [-2.0243, 9.9997, -23.5977], [-0.9038, 8.7136, -23.5942], [-1.2036, 9.4785, -22.0891], [-3.4734, 8.1176, -19.8299], [-4.7466, 7.0756, -20.4064], [-5.2761, 8.4187, -19.5263], [-4.9440, 6.1770, -24.7518], [-5.4268, 7.8308, -24.8338], [-6.6036, 6.6026, -24.2417], [-6.0858, 6.0123, -9.5655], [-5.6461, 5.5420, -8.3074], [-4.6415, 4.2090, -8.3237], [-5.0345, 3.1187, -9.1880], [-3.2229, 4.8984, -8.6890], [-2.1188, 4.0292, -9.1645], [-4.4254, 3.9534, -6.7398], [-3.5715, 2.9523, -6.2241], [-6.1439, 5.2271, -10.3192], [-5.3526, 6.7775, -9.8203], [-6.9802, 6.6340, -9.5236], [-1.2260, 4.6546, -9.1637], [-2.3769, 3.5056, -10.0850], [-1.9603, 3.1138, -8.5945], [-3.6278, 2.2644, -7.0677], [-4.0347, 2.3835, -5.4178], [-2.5804, 3.2835, -5.9141], [-10.9742, 0.5554, -12.1467], [-9.5040, 0.5287, -12.1284], [-8.7073, -0.8242, -11.9553], [-9.3435, -1.8612, -12.8494], [-7.1633, -0.3624, -12.2482], [-6.5488, 0.6990, -11.5972], [-8.8255, -0.9964, -10.3480], [-8.4678, -2.2328, -9.6948], [-11.3816, 0.6892, -11.1446], [-11.1628, -0.3185, -12.7704], [-11.3710, 1.3363, -12.7953], [-7.2466, 1.3318, -11.0489], [-5.9800, 1.3836, -12.2263], [-5.8015, 0.2540, -10.9402], [-8.5138, -2.2264, -8.6058], [-7.4077, -2.4819, -9.7428], [-9.1035, -3.0475, -10.0415], [-3.4028, 6.0445, -11.9838], [-2.1880, 6.7799, -11.6195], [-2.2017, 8.4008, -11.3725], [-0.9416, 9.0463, -10.8320], [-2.7917, 8.8455, -12.8258], [-2.0284, 8.7397, -14.0353], [-3.4804, 8.6409, -10.3704], [-3.6142, 9.7599, -9.5844], [-4.0904, 6.7895, -12.3842], [-3.7946, 5.5386, -11.1014], [-3.0182, 5.3929, -12.7684], [-1.2079, 9.4303, -13.8408], [-2.5200, 9.2928, -14.8356], [-1.5126, 7.8060, -14.2595], [-4.2269, 9.6907, -8.6855], [-4.2519, 10.5537, -9.9733], [-2.6707, 10.2222, -9.2942], [1.7355, 5.6343, -11.4901], [1.2747, 4.6412, -12.4076], [1.0469, 4.8673, -14.0200], [0.9887, 6.2920, -14.4853], [2.2372, 3.9717, -14.6912], [3.0134, 4.3497, -15.8420], [-0.3023, 4.0731, -14.2075], [-0.6419, 3.1263, -15.2318], [1.6989, 6.6890, -11.7626], [2.7408, 5.4924, -11.0935], [1.0138, 5.7521, -10.6818], [3.8968, 4.8609, -15.4593], [2.5360, 5.2242, -16.2840], [3.0346, 3.6431, -16.6717], [0.2342, 2.9520, -15.8565], [-1.4773, 3.5542, -15.7860], [-1.0600, 2.1952, -14.8493], [-0.7308, 10.8301, -19.8167], [-0.8918, 9.4651, -19.5525], [-1.1515, 8.8188, -18.1197], [-2.4313, 9.1300, -17.4379], [-0.9699, 7.2793, -18.3504], [-0.3708, 6.4501, -17.3797], [0.1595, 9.3685, -17.3243], [1.4967, 9.2854, -17.9080], [-1.2433, 11.3799, -19.0273], [-1.1965, 11.1678, -20.7425], [0.3081, 11.1565, -19.8650], [-0.1282, 5.5412, -17.9302], [-1.1124, 6.2175, -16.6155], [0.5606, 6.8222, -16.9531], [1.3606, 8.8137, -18.8812], [2.1121, 8.5787, -17.3513], [1.8986, 10.2974, -17.8597], [-9.2301, 4.2231, -10.0410], [-10.2027, 5.2608, -9.7287], [-8.5423, 4.0851, -9.2067], [-9.7805, 3.2972, -10.2077], [-8.6646, 4.3956, -10.9568], [-10.7532, 5.3651, -10.5082], [-7.3502, 7.7967, -12.2863], [-8.4354, 6.9968, -12.5459], [-7.5649, 8.6643, -12.9101], [-7.2433, 8.1722, -11.2686], [-6.3713, 7.4323, -12.5978], [-9.2400, 7.4388, -12.8269], [-9.7112, 4.4382, -16.7633], [-10.8757, 4.7196, -16.0218], [-9.1587, 3.7554, -16.1177], [-9.9355, 4.0274, -17.7477], [-9.2013, 5.3835, -16.9496], [-11.5334, 4.9988, -16.6630], [-6.6199, 2.5070, -19.5832], [-7.5056, 2.2711, -20.6562], [-5.6894, 2.8836, -20.0082], [-6.9777, 3.2252, -18.8455], [-6.4216, 1.6529, -18.9357], [-8.1965, 1.6620, -20.3854], [-7.6326, 6.4486, -19.3726], [-7.5188, 7.4647, -18.3548], [-7.2231, 6.7778, -20.3276], [-7.1846, 5.4980, -19.0832], [-8.6563, 6.1204, -19.5525], [-7.7894, 8.3175, -18.7030]]}



Record 3
{"formula": "C2Ag6O6", "method": "ωB97M-V/def2-TZVPD", "e_above_lowest_kj_mol": 1041.4, "gap_ev": 1.80, "e_lumo_ev": -8.2, "charge": 2, "species": ["Ag", "Ag", "Ag", "Ag", "Ag", "Ag", "C", "O", "O", "O", "C", "O", "O", "O"], "xyz": [[4.0309, -0.2190, -4.0363], [3.6579, 3.2619, 0.0216], [-0.4136, 0.1667, -7.1531], [-0.7170, 1.4341, 2.9825], [-0.8472, 4.9126, -4.0732], [-5.0705, -1.3788, -1.5354], [0.9107, -2.5608, 5.3382], [2.0178, -2.2316, 5.7998], [-0.0718, -2.9632, 6.0338], [0.6088, -2.3142, 4.1839], [-0.9996, 0.4218, -1.9466], [-1.5694, 0.0420, -0.8756], [0.0764, 0.9374, -1.7436], [-1.6133, 0.4911, -2.9959]]}



Record 4
{"formula": "C2Br2F2", "method": "ωB97M-V/def2-TZVPD", "e_above_lowest_kj_mol": 0.0, "smiles": "FC(F)=C(Br)Br", "gap_ev": 9.73, "e_lumo_ev": 0.6, "charge": 0, "species": ["C", "C", "F", "F", "Br", "Br"], "xyz": [[-0.2339, -0.3380, 0.6623], [0.2645, 0.2393, -0.5139], [-1.0563, -1.3909, 0.6197], [-0.0181, 0.2063, 1.8086], [1.3821, 1.7443, -0.4701], [-0.3383, -0.4609, -2.1067]]}



Record 5
{"formula": "C2Br4S2", "method": "ωB97M-V/def2-TZVPD", "e_above_lowest_kj_mol": 51.3, "gap_ev": 8.23, "e_lumo_ev": -1.2, "charge": 0, "species": ["C", "C", "S", "S", "Br", "Br", "Br", "Br"], "xyz": [[0.5141, 0.2862, 2.4953], [-0.5716, -1.9091, -2.1941], [-0.5059, 0.2836, 1.2431], [-1.4137, -2.8762, -1.2584], [0.6277, 1.7370, 3.7087], [1.9814, -0.9266, 2.6632], [1.3264, -1.7639, -2.1299], [-1.3895, -0.7538, -3.4432]]}



Record 6
{"formula": "C2BrClFN", "method": "ωB97M-V/def2-TZVPD", "e_above_lowest_kj_mol": 318.5, "gap_ev": 8.18, "e_lumo_ev": -2.2, "charge": 0, "species": ["C", "C", "N", "F", "Cl", "Br"], "xyz": [[1.3296, -0.7371, 0.3168], [-0.7444, 0.3459, -0.3829], [2.3167, -0.9580, 0.8577], [-0.6127, 0.5334, -1.6314], [-0.3875, 1.7240, 0.7178], [-1.9016, -0.9083, 0.1219]]}



Record 7
{"formula": "C2BrNO2", "method": "ωB97M-V/def2-TZVPD", "e_above_lowest_kj_mol": 1.7, "gap_ev": 9.78, "e_lumo_ev": -0.6, "charge": 0, "species": ["C", "C", "N", "O", "O", "Br"], "xyz": [[-1.4834, 1.7059, 0.5647], [0.3621, -1.3087, -0.0166], [0.9762, -0.3165, -0.2088], [-2.1272, 1.6795, -0.3791], [-0.3840, -2.1578, 0.0136], [2.6563, 0.3975, 0.0262]]}



Record 8
{"formula": "C2Cl2N2S", "method": "ωB97M-V/def2-TZVPD", "e_above_lowest_kj_mol": 42.8, "gap_ev": 9.57, "e_lumo_ev": -0.3, "charge": 0, "species": ["Cl", "Cl", "N", "N", "S", "C", "C"], "xyz": [[-1.4103, -1.2422, 1.4741], [1.4148, -1.8598, 0.2946], [-1.0719, 1.1851, 0.1067], [1.0074, 0.4647, -1.1242], [0.0174, 1.7667, -1.1378], [-0.6183, 0.0233, 0.5225], [0.6610, -0.3378, -0.1359]]}



Record 9
{"formula": "C2Cl3F", "method": "ωB97M-V/def2-TZVPD", "e_above_lowest_kj_mol": 510.6, "gap_ev": 7.91, "e_lumo_ev": -0.9, "charge": 0, "species": ["C", "C", "F", "Cl", "Cl", "Cl"], "xyz": [[0.5214, 0.1946, -1.0192], [-0.9042, -0.5487, 2.0967], [-0.0203, 1.3157, -1.5116], [1.5594, -0.5574, -2.0786], [0.6409, -0.7709, 1.5424], [-1.7971, 0.3667, 0.9703]]}



| no. | E_tot (Ha) |
| --- | --- |
| 1 | -3446.3686 |
| 2 | -6675.2541 |
| 3 | -1408.1822 |
| 4 | -5423.9217 |
| 5 | -11168.5804 |
| 6 | -3264.8771 |
| 7 | -2855.4113 |
| 8 | -1504.2744 |
| 9 | -1556.4263 |